Entry 1:
Density functional theory data (ωB97M-V with the def2-TZVPD basis set) for a molecular structure, C5H10S.

XYZ file:
```
16
Properties=species:S:1:pos:R:3:forces:R:3:nbo_charge:R:1
C -0.48453 0.10657 -1.57286 2.997 -0.418 1.514 -0.608
C -0.00275 0.00176 -0.04485 0.344 0.574 -1.834 -0.049
C 1.42478 -0.55715 0.16068 -1.260 0.862 2.521 -0.614
C -0.97946 -0.78362 0.79659 0.370 -1.923 1.126 -0.496
C -0.12369 1.36158 0.74934 -1.731 -1.556 -0.658 -0.487
H -1.50708 0.31815 -1.61080 -1.542 0.610 -0.140 0.205
H 0.14025 0.86166 -2.07075 -0.444 0.035 0.046 0.210
H -0.29595 -0.82209 -2.11443 -0.062 -0.167 0.181 0.210
H 2.19704 0.08062 -0.19528 0.575 0.778 -0.417 0.207
H 1.50969 -0.59225 1.32037 0.251 -0.256 -1.898 0.217
H 1.57652 -1.51409 -0.26685 -0.078 -1.106 -0.298 0.211
H -1.94041 -0.83810 0.28572 -0.253 0.016 0.522 0.210
H -0.64055 -1.85781 1.10713 -0.639 1.896 -0.621 0.217
H 0.83375 1.72750 0.98084 0.983 1.078 0.204 0.211
H -0.85250 2.07110 0.28632 0.828 -0.392 0.509 0.218
S -0.85510 0.43616 2.18884 -0.338 -0.032 -0.758 0.138
```
Positions in Å, forces in eV/Å.

## Properties
* LUMO level: 0.887 eV
* gap between HOMO and LUMO: 9.5 eV

Entry 2:
Density functional theory data (ωB97M-V with the def2-TZVPD basis set) for a single C5H10S molecule.

XYZ file:
```
16
Properties=species:S:1:pos:R:3:forces:R:3:nbo_charge:R:1
C -0.91027 1.60681 0.11190 1.996 -0.392 -1.406 -0.603
C -0.70799 0.09087 -0.11863 -1.521 0.138 0.935 -0.077
C 0.54988 -0.28875 -0.73844 1.202 1.951 -1.092 -0.505
C -1.97840 -0.63057 -0.47831 -0.712 1.132 0.600 -0.415
C -1.33732 -0.83632 0.88538 -1.338 1.267 -0.125 -0.409
H -1.62073 1.87914 0.81618 -1.776 -0.041 1.267 0.215
H -0.01152 2.05516 0.51201 0.636 -0.099 0.234 0.215
H -1.08694 2.21441 -0.78740 -0.181 -0.606 -0.143 0.209
H 0.72833 -1.23898 -1.13972 -0.796 -1.577 -0.430 0.229
H 0.65507 0.38087 -1.57593 0.051 0.210 -0.721 0.213
H 2.27001 -1.34636 0.24048 0.390 0.658 0.398 0.121
H -2.15727 -1.44959 -1.13508 0.675 -0.529 -0.524 0.218
H -2.78916 0.09902 -0.56129 -0.046 -0.456 0.335 0.207
H -1.86868 -0.39424 1.73357 0.375 -0.235 -0.185 0.213
H -0.91260 -1.79352 1.05196 0.480 -0.614 0.136 0.215
S 2.06863 -0.00364 0.17961 0.566 -0.808 0.723 -0.047
```
Positions in Å, forces in eV/Å.

## Properties
* LUMO level: 0.875 eV
* gap between HOMO and LUMO: 9.9 eV

Entry 3:
Density functional theory data (ωB97M-V with the def2-TZVPD basis set) for 2 unconnected molecules or ions with the total composition C5H10S.

XYZ file:
```
16
Properties=species:S:1:pos:R:3:forces:R:3:nbo_charge:R:1
C -2.48407 1.23948 0.21262 0.678 0.955 0.144 -0.372
C -3.22119 0.20407 0.42093 -1.874 -2.397 0.783 -0.397
C 0.67624 0.68809 -0.57319 0.201 0.786 -1.165 -0.287
C 0.68505 -0.55658 -1.38133 -1.638 0.458 1.181 -0.739
C 2.84850 -0.53281 0.88358 0.726 3.473 2.799 -0.816
S 1.83612 0.96647 0.46754 0.196 -0.190 0.847 0.482
H -2.18845 1.93285 1.00816 -0.002 -0.324 -0.536 0.206
H -2.15891 1.32346 -0.78057 0.761 1.012 -1.096 0.200
H -3.63868 -0.56360 -0.22777 0.682 0.529 -0.990 0.188
H -3.57939 -0.08048 1.36625 -0.295 0.208 1.702 0.172
H 1.59415 -0.66565 -1.94233 0.360 0.047 -0.531 0.234
H -0.24466 -0.47863 -1.98538 0.843 -1.023 0.092 0.231
H 0.70097 -1.33828 -0.59989 -0.498 -0.399 -0.749 0.221
H 3.80463 -0.42338 0.41461 0.686 -0.022 -0.062 0.225
H 2.45730 -1.46749 0.68527 -1.137 -1.756 -0.219 0.219
H 2.91237 -0.24752 2.03150 0.312 -1.359 -2.200 0.232
```
Positions in Å, forces in eV/Å.

## Properties
* LUMO level: 0.547 eV
* gap between HOMO and LUMO: 8.6 eV

Entry 4:
Density functional theory data (ωB97M-V with the def2-TZVPD basis set) for a single C5H10S2 molecule.

XYZ file:
```
17
Properties=species:S:1:pos:R:3:forces:R:3:nbo_charge:R:1
C 1.96124 -0.57328 0.49114 1.118 0.681 2.783 -0.263
C 1.40389 0.52092 -0.29284 -1.620 -0.991 1.844 -0.514
C -0.44854 -1.10174 -0.79925 0.569 0.142 -2.553 -0.382
C -0.12874 0.31657 -0.39898 -1.122 -0.503 0.264 -0.078
C -0.78780 0.46975 0.96196 0.226 1.987 -0.820 -0.657
S -1.95321 -1.92981 -0.58661 -0.299 0.265 1.234 0.091
S -0.86105 1.52923 -1.80982 0.493 -0.759 1.471 -0.114
H 1.98086 -1.54184 0.13710 0.156 -1.883 -0.691 0.169
H 2.35525 -0.40484 1.55157 -0.710 -0.229 -1.710 0.176
H 1.74548 1.36815 0.24594 -0.418 1.578 -0.205 0.226
H 1.72072 0.47777 -1.25976 1.435 0.222 -2.788 0.217
H -0.06186 -1.37217 -1.84429 -0.387 0.033 1.599 0.210
H -0.56619 -0.32048 1.63545 0.166 -0.800 0.413 0.227
H -1.82496 0.69995 0.90627 -1.082 -0.469 -0.177 0.218
H -0.40780 1.37541 1.35482 0.657 1.007 0.912 0.214
H -2.33427 -1.62934 0.74277 0.698 -0.162 -1.481 0.132
H -1.79303 2.11573 -1.03547 0.119 -0.119 -0.093 0.130
```
Positions in Å, forces in eV/Å.

## Properties
* LUMO level (alpha / beta): -0.162 / 0.182 eV
* gap between HOMO and LUMO (alpha / beta): 8.1 / 7.7 eV

Entry 5:
Density functional theory data (ωB97M-V with the def2-TZVPD basis set) for 2 unconnected molecules or ions with the total composition C5H10S2.

XYZ file:
```
17
Properties=species:S:1:pos:R:3:forces:R:3:nbo_charge:R:1
C -1.44419 -1.19437 -0.85806 -0.236 3.855 4.751 -0.325
C 1.52186 -0.33945 -0.57372 1.420 1.593 0.763 -0.678
C 0.39212 -1.29810 1.47940 0.380 1.929 2.084 -0.677
C -0.79176 2.30995 -0.40459 2.410 -1.094 -1.653 -0.744
C 0.36745 -0.29365 0.40328 -1.204 -0.642 -2.509 -0.082
S -2.84533 -0.68629 -0.24159 1.367 -0.866 -0.849 0.060
S -0.28006 1.23291 0.97428 -0.230 -0.182 0.163 0.290
H -1.25423 -1.71781 -1.70171 0.529 -1.861 -2.664 0.146
H 2.63249 -0.32910 -0.20227 -1.920 1.048 0.368 0.216
H 1.36775 0.44536 -1.32147 0.412 -0.290 -0.044 0.220
H 1.66304 -1.27327 -1.00972 -0.862 -1.850 -1.277 0.220
H -0.55845 -1.69192 1.76315 -0.677 -0.340 -0.049 0.240
H 1.12271 -2.02324 1.30295 0.832 -1.480 -0.507 0.217
H 0.77240 -0.76793 2.39324 -0.255 -0.396 -0.345 0.215
H -1.47957 2.95316 0.03800 -1.328 1.067 0.662 0.230
H -1.25164 1.73864 -1.24085 0.257 0.325 0.692 0.234
H 0.06541 2.93511 -0.80033 -0.896 -0.816 0.413 0.218
```
Positions in Å, forces in eV/Å.

## Properties
* LUMO level: -0.020 eV
* gap between HOMO and LUMO: 7.3 eV

Entry 6:
Density functional theory data (ωB97M-V with the def2-TZVPD basis set) for a single C5H10Se molecule.

XYZ file:
```
16
Properties=species:S:1:pos:R:3:forces:R:3:nbo_charge:R:1
C -0.00013 1.38526 1.63549 0.135 0.876 -0.964 -0.485
C 1.41076 1.25661 1.05508 -0.006 1.786 -1.243 -0.605
C -0.99239 1.22345 0.49044 -1.181 -0.412 -1.005 -0.553
C -0.37732 -1.28167 -0.96669 -1.387 -1.192 1.768 -0.647
C -0.06365 -2.34244 -1.97559 2.279 3.692 -2.389 -0.638
Se 0.26218 0.37185 -0.84132 0.224 0.139 0.629 0.819
H -0.08802 0.65445 2.39594 -0.498 -0.800 0.737 0.212
H -0.24651 2.35749 2.03257 0.326 0.439 0.716 0.211
H 1.87034 2.24720 0.61388 -1.038 -1.839 0.739 0.191
H 2.13955 0.84588 1.76780 -0.200 -0.263 -0.547 0.204
H -1.93510 0.59277 0.56511 1.404 0.348 0.312 0.236
H -1.39808 2.19134 0.07627 0.848 -0.819 0.225 0.222
H -0.75013 -1.77100 -0.02504 0.208 1.009 -0.652 0.201
H -0.67425 -3.16667 -2.04245 -1.960 -1.559 0.358 0.221
H 0.92325 -2.72807 -1.74183 0.428 -0.223 -0.480 0.209
H -0.08049 -1.83647 -3.03965 0.418 -1.184 1.796 0.201
```
Positions in Å, forces in eV/Å.

## Properties
* LUMO level (alpha / beta): 0.552 / 0.545 eV
* gap between HOMO and LUMO (alpha / beta): 7.5 / 7.4 eV

Values of electronic energy, in order: -594.6598; -594.6412; -594.5267; -992.7187; -992.7325; -2597.7677, all in hartree.
Values of strongest force on any atom, in order: 0.0658; 0.0494; 0.0879; 0.0611; 0.1191; 0.0963, all in hartree/bohr.
Values of ΔE to the lowest compared entry with this formula, charge and spin, in order: 92.6; 141.5; 442.1; 379.6; 343.3; 235.7, all in kJ/mol.